This record from the Open Molecules 2025 dataset describes an isolated ion of composition C2H3OS and charge -1 at a distorted geometry. The level of theory is the ωB97M-V functional and the def2-TZVPD basis.

Last column: Mulliken charge in e.
Positions of all 7 atoms, in Å:
1 S -0.252 2.063 -0.866  -0.5910
2 O -1.490 -0.293 -1.207  -0.6252
3 C 0.324 -0.391 0.395  -0.9729
4 C -0.546 0.311 -0.650  0.3343
5 H -0.045 -1.226 1.026  0.2939
6 H 0.748 0.269 1.206  0.2763
7 H 1.262 -0.735 0.097  0.2846

Its SMILES is CC([O-])=S. The charge is -1. As for the LUMO energy: 4.2 eV. Its spin multiplicity is 1. For the orbital gap, the calculation gives 7.11 eV. The relative energy (zero: lowest compared OMol25 entry of this formula, charge and spin) comes out at 1.76 kcal/mol. The calculation puts the HOMO energy at -2.92 eV.

---

This record from the Open Molecules 2025 dataset describes C2H3OTl as an isolated structure at a distorted geometry. The level of theory is the ωB97M-V functional and the def2-TZVPD basis.

Last column: Mulliken charge in e.
Positions of all 7 atoms, in Å:
1 Tl -1.449 1.290 1.974  1.1237
2 O -0.143 1.165 0.764  -0.2258
3 C 0.368 -0.882 -0.377  -0.3637
4 C 0.246 0.461 -0.280  0.5130
5 H 0.322 -1.517 0.512  0.2713
6 H -0.113 0.798 -1.300  0.3541
7 H 0.769 -1.315 -1.294  0.3274

The charge is +2. As for the LUMO energy (alpha / beta): -13.8 / -14.7 eV. Its spin multiplicity is 1. For the orbital gap (alpha / beta), the calculation gives 8.39 / 7.23 eV. The relative energy (zero: lowest compared OMol25 entry of this formula, charge and spin) comes out at 22.68 kcal/mol. The calculation puts the HOMO energy (alpha / beta) at -22.15 / -21.93 eV.

---

This record from the Open Molecules 2025 dataset describes one molecule with the formula C2H3P3 at a distorted geometry. The level of theory is the ωB97M-V functional and the def2-TZVPD basis.

Last column: Mulliken charge in e.
Positions of all 8 atoms, in Å:
1 P 1.957 4.592 1.349  -0.0156
2 P 2.204 1.514 0.613  0.0521
3 P 0.883 2.980 1.107  -0.0296
4 C -0.272 0.224 -0.221  -0.4604
5 C 1.001 0.125 0.152  -0.1558
6 H 1.668 -0.851 0.260  0.2065
7 H -0.769 1.148 -0.340  0.2213
8 H -0.943 -0.732 -0.515  0.1815

Its SMILES is C=CP=P#P. As for the LUMO energy (alpha / beta): -1.5 / -2.1 eV. Its spin multiplicity is 1. For the orbital gap (alpha / beta), the calculation gives 6.59 / 5.82 eV. The relative energy (zero: lowest compared OMol25 entry of this formula, charge and spin) comes out at 60.41 kcal/mol. The calculation puts the HOMO energy (alpha / beta) at -8.08 / -7.96 eV.

---

This record from the Open Molecules 2025 dataset describes C2H3PS3 as an isolated structure at a distorted geometry. The level of theory is the ωB97M-V functional and the def2-TZVPD basis.

Last column: Mulliken charge in e.
Positions of all 9 atoms, in Å:
1 S 2.476 -0.521 0.556  -0.0930
2 S 0.848 -1.610 0.020  0.0136
3 S 1.907 1.392 -0.204  -0.0775
4 P -2.469 -0.931 -0.043  0.0894
5 C -0.208 -0.326 -0.421  -0.2237
6 C 0.182 1.083 -0.149  -0.3311
7 H -0.208 1.354 0.858  0.3272
8 H -2.185 -2.367 0.239  0.0193
9 H -0.343 1.927 -0.857  0.2758

As for the LUMO energy (alpha / beta): -1.5 / -0.7 eV. Its spin multiplicity is 1. For the orbital gap (alpha / beta), the calculation gives 5.76 / 7.53 eV. The relative energy (zero: lowest compared OMol25 entry of this formula, charge and spin) comes out at 65.39 kcal/mol. The calculation puts the HOMO energy (alpha / beta) at -7.26 / -8.28 eV.

---

This record from the Open Molecules 2025 dataset describes a 20-piece molecular cluster, C2H42O19 overall at a distorted geometry. The level of theory is the ωB97M-V functional and the def2-TZVPD basis.

Last column: Mulliken charge in e.
Positions of all 63 atoms, in Å:
1 O -0.298 2.516 3.192  -0.7563
2 O 0.527 3.980 -2.043  -0.7922
3 O -1.098 -2.094 -3.133  -0.6189
4 O 0.113 1.642 -3.255  -0.5789
5 O 2.511 1.720 -0.325  -0.7577
6 O 2.559 0.409 -3.654  -0.7127
7 O 0.709 3.343 0.844  -0.7900
8 O -2.795 -1.149 -1.231  -0.6767
9 O -3.931 0.838 0.622  -0.6358
10 O 1.334 -3.417 -0.235  -0.7225
11 O 3.607 0.339 1.690  -0.6458
12 O 1.478 -1.161 -1.597  -0.4015
13 O -0.358 -4.497 -2.068  -0.6600
14 O -4.016 -2.344 0.836  -0.7169
15 O 3.557 -2.054 0.213  -0.6201
16 O -2.847 1.708 3.130  -0.6725
17 O 0.237 -3.592 2.244  -0.6627
18 O -1.911 2.800 -1.802  -0.6944
19 O 1.714 0.438 3.608  -0.7738
20 C -0.293 -0.239 1.581  -0.4051
21 C -0.602 0.499 0.537  -0.3353
22 H 3.221 -1.202 -0.072  0.2613
23 H 4.188 1.081 1.496  0.2944
24 H -0.267 -4.123 -2.942  0.2978
25 H -0.180 0.251 -0.440  0.2155
26 H 2.189 -3.804 -0.379  0.2660
27 H 0.428 2.546 -3.001  0.4759
28 H -1.637 -1.947 -2.334  0.4930
29 H -0.494 1.657 -3.999  0.2300
30 H -1.096 2.267 -1.785  0.3143
31 H -0.471 -4.188 1.971  0.2692
32 H 0.556 3.516 -1.202  0.4311
33 H -2.154 2.278 2.758  0.3856
34 H 2.620 1.228 -1.154  0.3779
35 H 0.675 -3.430 1.371  0.4245
36 H -3.238 0.716 1.282  0.3411
37 H 4.016 -1.783 1.024  0.3112
38 H -3.293 -1.755 -0.650  0.3689
39 H 1.038 -1.606 -2.336  0.1484
40 H -2.412 1.468 3.954  0.2831
41 H 1.436 -0.474 3.466  0.3210
42 H 2.979 0.663 2.377  0.4038
43 H 0.919 0.977 3.582  0.4557
44 H -1.156 1.428 0.448  0.3783
45 H 1.458 -1.928 -0.956  0.3278
46 H 1.335 4.065 0.975  0.3057
47 H -3.011 -0.249 -0.969  0.2540
48 H 1.766 0.926 -3.447  0.4067
49 H -0.159 2.396 2.222  0.4078
50 H -2.380 2.535 -0.999  0.3341
51 H -0.724 -1.266 -3.440  0.2284
52 H -4.719 1.248 1.003  0.2850
53 H 2.814 -0.040 -2.849  0.2944
54 H -3.376 -2.818 1.375  0.3384
55 H 2.443 0.993 0.330  0.2864
56 H -4.051 -1.484 1.262  0.3259
57 H -0.619 -0.041 2.598  0.5880
58 H 0.438 -1.036 1.489  -0.2347
59 H 1.193 2.597 0.419  0.4462
60 H 0.739 -3.691 -0.977  0.3731
61 H -0.419 4.149 -2.180  0.4031
62 H -1.120 -5.021 -1.819  0.2624
63 H 0.328 3.218 3.368  0.2492

As for the LUMO energy: 0.0 eV. Its spin multiplicity is 1. For the orbital gap, the calculation gives 10.48 eV. The relative energy (zero: lowest compared OMol25 entry of this formula, charge and spin) comes out at 0.00 kcal/mol. The calculation puts the HOMO energy at -10.52 eV.

---

This record from the Open Molecules 2025 dataset describes a 21-piece molecular cluster, C2H44O22 overall at a distorted geometry. The level of theory is the ωB97M-V functional and the def2-TZVPD basis.

Last column: Mulliken charge in e.
Positions of all 68 atoms, in Å:
1 O 0.268 -3.205 -1.081  -0.8801
2 O -3.803 0.653 1.683  -0.7228
3 O 2.805 1.328 0.884  -0.6883
4 O 2.359 1.335 -2.262  -0.8352
5 O -0.038 2.809 1.561  -0.8950
6 O -0.223 -3.823 2.280  -0.7733
7 O 0.184 3.869 -1.498  -0.7545
8 O -1.928 -1.457 3.140  -0.6498
9 O 0.274 1.401 -0.767  -0.1344
10 O 1.750 2.141 3.635  -0.7746
11 O -1.447 -2.428 -2.891  -0.7502
12 O -0.073 -1.560 1.083  1.2990
13 O 1.825 -2.203 -3.105  -0.8624
14 O 0.933 -0.592 3.648  -0.7188
15 O -3.379 -0.007 -1.537  -0.7565
16 O 2.584 -1.957 0.801  -0.7515
17 O -2.632 -2.007 0.254  -0.7523
18 O -2.378 2.086 -0.369  -0.7222
19 O -1.831 1.539 3.490  -0.5671
20 O 0.232 -0.537 -4.300  -0.7001
21 O -0.608 1.770 -3.290  -0.8162
22 O 3.673 -0.982 -1.581  -0.7191
23 C 0.120 0.007 -0.583  0.9355
24 C -0.391 -0.251 0.853  -0.2042
25 H -1.102 -1.150 2.710  0.0813
26 H 0.834 -0.717 2.729  0.1650
27 H 1.157 -0.302 -0.669  -1.0392
28 H -0.275 0.118 -3.833  0.3098
29 H 2.456 -1.643 -2.646  0.4608
30 H -0.001 2.286 0.755  0.0827
31 H 4.544 -0.979 -1.997  0.2635
32 H -0.635 4.252 -1.071  0.3381
33 H 0.296 -4.447 1.764  0.3059
34 H 2.846 -1.662 -0.073  0.4036
35 H -3.070 0.758 1.069  0.2346
36 H -0.523 -0.451 -1.361  -1.0453
37 H -0.643 2.403 2.168  0.4607
38 H 1.136 0.367 3.742  0.4869
39 H -3.076 -0.823 -1.146  0.4039
40 H -0.140 -2.952 1.815  0.0934
41 H 2.092 1.320 0.274  0.1520
42 H -1.979 -1.079 4.018  0.2666
43 H -1.441 0.925 4.089  0.2134
44 H -2.444 -2.922 0.134  0.2501
45 H 2.898 2.053 -1.972  0.2876
46 H 0.204 0.395 1.483  -0.0462
47 H -3.041 0.769 -1.097  0.3308
48 H 3.122 0.441 1.058  0.3959
49 H -0.927 -1.990 -3.551  0.3096
50 H 1.433 2.230 2.730  0.4178
51 H 0.964 -2.684 -1.522  0.3908
52 H 2.646 1.775 3.733  0.2979
53 H 1.188 -1.595 -3.543  0.4565
54 H -2.344 2.960 0.007  0.3030
55 H -1.429 1.881 -0.460  0.4000
56 H -1.350 -0.113 1.120  0.8978
57 H -2.161 2.368 3.868  0.2234
58 H 3.349 -0.084 -1.799  0.4295
59 H -0.582 2.754 -3.151  0.3781
60 H -0.372 1.438 -2.417  0.4924
61 H 0.222 2.952 -1.208  0.1580
62 H 1.622 -1.909 0.820  0.1242
63 H 0.056 -2.599 -0.383  0.3388
64 H 1.476 1.284 -1.846  0.3463
65 H 0.469 -0.097 -5.144  0.2641
66 H -1.750 -1.652 0.553  0.2486
67 H -3.227 0.765 2.446  0.4799
68 H -0.780 -2.585 -2.216  0.3814

The charge is -2. As for the LUMO energy: 4.4 eV. Its spin multiplicity is 1. For the orbital gap, the calculation gives 7.55 eV. The relative energy (zero: lowest compared OMol25 entry of this formula, charge and spin) comes out at 34.12 kcal/mol. The calculation puts the HOMO energy at -3.13 eV.

---

Q: Among the records above, which one has the lowest relative energy (zero: lowest compared OMol25 entry of this formula, charge and spin)?
A: C2H42O19